Density functional theory data (ωB97M-V/def2-TZVPD) for a 9-piece molecular cluster, C42H108N6O15 overall at a distorted geometry.

Values from the calculation:
Net charge: +1
DFT total energy: -3121.3210 Ha
Multiplicity: 2
HOMO-LUMO gap (spin up / spin down): 8.321 / 2.604 eV
<S²>: 0.758

Geometry as XYZ:
```
171
Properties=species:S:1:pos:R:3:forces:R:3:lowdin_charge:R:1
C -8.2559 -13.1430 -4.5378 0.24 0.42 0.33 -0.091
O -8.8141 -11.9320 -5.0301 1.25 0.81 -0.65 -0.196
C -7.8210 -10.9092 -5.1575 0.78 1.11 -0.40 -0.206
C -7.3734 -10.5500 -6.5941 -0.49 -1.08 0.82 -0.174
O -6.6654 -11.6090 -7.1948 -0.29 -0.60 0.28 -0.114
C -6.2383 -11.3844 -8.4998 -0.02 -0.05 -2.47 -0.214
C -4.8208 -10.8524 -8.5691 -0.58 -0.89 2.58 -0.283
O -4.2418 -10.7760 -9.7911 -0.20 -0.39 -0.99 -0.163
C -2.8592 -10.4636 -9.6604 -0.85 0.44 -1.36 -0.076
H -9.0070 -13.9128 -4.7148 0.21 -0.07 0.39 0.078
H -7.9905 -12.9456 -3.4992 -0.47 -0.58 0.52 0.082
H -7.2904 -13.4278 -4.9558 -0.17 0.08 -0.78 0.092
H -6.9371 -10.9938 -4.5253 0.02 -0.96 0.24 0.127
H -8.2019 -9.9419 -4.8298 -0.69 -0.05 0.25 0.098
H -6.7170 -9.6799 -6.6116 -0.39 0.44 0.32 0.130
H -8.3588 -10.3607 -7.0198 0.17 0.19 -1.12 0.120
H -6.9276 -10.8019 -9.1111 -0.30 0.75 0.41 0.130
H -6.2257 -12.2800 -9.1209 -0.09 -0.76 0.63 0.129
H -4.2590 -11.6100 -8.0229 0.18 -0.01 0.72 0.126
H -4.8110 -9.9435 -7.9675 0.43 0.63 -0.09 0.125
H -2.4269 -10.9123 -10.5547 0.44 0.38 0.11 0.093
H -2.3628 -10.8510 -8.7707 -0.28 -0.02 0.14 0.090
H -2.9065 -9.3757 -9.7096 1.17 0.14 0.18 0.095
C -10.6553 -17.9551 -7.9209 -0.55 0.62 1.04 -0.096
O -11.2187 -16.7703 -7.3142 0.22 0.71 -1.81 -0.189
C -10.6581 -15.5740 -7.9603 0.77 -0.17 1.99 -0.165
C -11.1783 -14.3435 -7.2255 1.06 -0.34 -1.29 -0.222
O -12.5061 -14.1730 -7.5808 -1.02 0.51 2.10 -0.142
C -13.1605 -13.4954 -6.4892 -2.38 -1.14 -1.31 -0.175
C -14.6308 -13.3484 -7.0000 2.00 0.86 0.76 -0.147
O -14.7385 -12.2811 -7.9771 0.06 -1.79 -0.10 -0.183
C -14.0670 -12.5204 -9.2458 -0.27 0.66 -0.14 -0.092
H -9.5729 -17.8350 -7.8756 0.15 -0.32 -0.53 0.081
H -11.0761 -18.1492 -8.9075 0.34 0.25 -0.23 0.088
H -10.9343 -18.8059 -7.2992 -0.01 0.12 0.14 0.083
H -10.7139 -15.4102 -9.0364 -0.84 -0.74 -0.20 0.129
H -9.5900 -15.6518 -7.7572 0.39 0.21 -0.05 0.112
H -10.7255 -13.4097 -7.5588 1.07 -0.08 -0.13 0.130
H -10.9565 -14.4114 -6.1605 -0.49 -0.31 0.29 0.113
H -12.7027 -12.5754 -6.1259 0.25 0.28 -0.73 0.092
H -13.2345 -14.1272 -5.6040 0.34 -0.42 -0.02 0.106
H -15.2209 -13.1684 -6.1013 -0.42 0.89 -0.27 0.112
H -14.9355 -14.3591 -7.2718 -0.07 0.13 -0.97 0.127
H -14.5019 -11.7898 -9.9278 0.07 0.18 0.11 0.083
H -14.1727 -13.4737 -9.7635 -0.64 -0.48 0.74 0.089
H -12.9850 -12.3903 -9.2230 0.02 0.34 0.46 0.074
C -16.4857 -21.2690 5.0811 0.04 0.37 -0.06 -0.116
O -15.5590 -20.9866 4.0637 1.68 0.31 -0.33 -0.191
C -14.4939 -20.0350 4.3198 -2.61 0.64 -0.35 -0.182
C -13.9626 -19.4991 3.0215 -0.44 0.13 -0.87 -0.155
O -14.7898 -18.5279 2.2629 0.04 -2.43 1.97 -0.129
C -14.0590 -17.9232 1.2609 1.24 1.36 -0.38 -0.210
C -13.0531 -18.7619 0.3688 -1.40 0.79 0.93 -0.193
O -12.4509 -17.9138 -0.5589 -1.13 1.10 -0.50 -0.248
C -11.7019 -18.6658 -1.4595 0.78 -0.33 0.87 -0.100
H -16.0623 -21.4897 6.0609 0.41 -0.03 0.05 0.083
H -17.0225 -22.1561 4.7450 -0.20 0.21 0.07 0.090
H -17.1365 -20.4016 5.1920 -0.41 -0.09 0.14 0.086
H -13.7142 -20.4217 4.9761 0.11 -0.23 -0.21 0.130
H -14.9020 -19.1232 4.7560 -0.35 -0.01 0.80 0.126
H -13.8796 -20.3545 2.3509 0.89 0.04 -0.07 0.130
H -13.0646 -18.9656 3.3331 0.55 -0.24 -0.58 0.131
H -13.5014 -17.0944 1.6969 0.66 0.13 0.14 0.119
H -14.8224 -17.3824 0.7015 0.18 -0.38 -0.83 0.104
H -13.6841 -19.4849 -0.1481 0.30 -0.65 -0.06 0.127
H -12.1806 -19.1778 0.8727 -0.60 -0.71 0.78 0.126
H -11.3847 -17.9635 -2.2304 -0.05 -0.70 -0.39 0.094
H -12.2025 -19.6062 -1.6902 -0.53 0.32 -1.16 0.092
H -10.8576 -19.0826 -0.9105 0.82 0.31 -0.07 0.088
C -15.7206 -9.0600 -3.7413 -0.36 0.33 -0.34 -0.007
C -15.8650 -7.7895 -2.8732 0.50 -0.16 -2.11 -0.332
C -17.3153 -7.6742 -2.1618 -1.82 -2.06 -1.80 -0.082
O -18.3252 -7.5976 -3.1980 2.47 -0.81 0.86 -0.145
C -18.6126 -6.3032 -3.6399 0.06 0.46 0.40 -0.070
N -14.7892 -7.8038 -1.9644 -1.53 1.38 1.18 0.196
H -16.4986 -9.2152 -4.4888 -0.64 -0.04 0.65 0.101
H -15.5758 -9.9064 -3.0700 -0.23 -0.24 -0.20 0.084
H -14.8645 -9.0070 -4.4139 0.52 0.29 0.60 0.052
H -15.7599 -6.8711 -3.4507 -0.20 -0.03 -0.36 0.147
H -17.4269 -6.9668 -1.3400 0.24 0.40 -0.33 0.136
H -17.5454 -8.6920 -1.8466 0.48 0.02 0.77 0.133
H -19.2215 -6.3561 -4.5424 -0.49 -0.03 0.54 0.109
H -17.7313 -5.7430 -3.9524 0.34 0.05 0.21 0.092
H -19.0274 -5.9011 -2.7156 -0.65 1.22 -0.71 0.104
H -15.0078 -8.3971 -1.1768 0.79 -1.34 0.75 0.079
H -14.7033 -6.8678 -1.5945 0.65 0.40 0.23 0.130
C -10.1258 -14.3157 -0.6678 0.85 0.23 -1.00 -0.060
C -11.4815 -13.9817 -1.2053 -1.83 -0.94 0.41 -0.430
C -11.6703 -14.3066 -2.7409 0.18 2.07 0.82 -0.125
O -12.9901 -13.9632 -3.2904 1.91 0.72 1.39 -0.199
C -13.1670 -12.5353 -3.2796 -1.27 0.05 -0.96 -0.095
N -12.3597 -14.8312 -0.4057 -1.16 -0.31 -0.31 0.056
H -10.0945 -14.5721 0.3912 -0.45 0.10 -0.16 0.087
H -9.4755 -13.4550 -0.8241 0.59 -0.37 -0.26 0.062
H -9.8577 -15.1972 -1.2501 0.95 -0.07 0.20 0.083
H -11.7039 -12.9420 -0.9648 -0.21 0.16 -0.34 0.109
H -11.4179 -15.3420 -2.9697 -0.31 -0.03 0.04 0.124
H -10.9336 -13.6345 -3.1809 0.20 -0.15 -0.83 0.100
H -14.2475 -12.4052 -3.3407 -0.17 0.10 0.49 0.090
H -12.8501 -12.0131 -4.1824 0.60 -0.58 -0.46 0.048
H -12.7484 -11.8944 -2.5036 0.06 -0.78 0.68 0.067
H -13.3308 -14.7067 -0.6539 -0.39 0.83 -0.03 0.011
H -12.3202 -15.7324 -0.8601 0.75 -0.95 0.54 0.038
C -15.7983 -17.1525 -3.8846 -1.87 -0.32 0.18 -0.048
C -16.0632 -16.5651 -2.4596 -1.30 -0.29 -1.68 -0.398
C -16.9125 -17.5786 -1.5779 0.30 0.28 0.94 -0.179
O -18.3067 -17.8092 -1.8622 0.17 -1.31 -1.11 -0.195
C -18.8074 -19.0247 -1.1975 1.48 1.18 0.58 -0.072
N -14.8301 -16.1839 -1.8844 1.65 -0.31 2.20 0.044
H -16.7880 -17.2759 -4.3242 -0.10 -0.03 -0.41 0.071
H -15.3912 -18.1636 -3.8920 0.27 -0.03 0.49 0.075
H -15.2079 -16.5704 -4.5922 0.09 0.44 0.46 0.064
H -16.5888 -15.6121 -2.5198 -0.64 -0.15 -0.48 0.127
H -17.0026 -17.3448 -0.5171 0.97 0.90 0.25 0.112
H -16.2701 -18.4592 -1.5688 -0.37 -0.84 -0.36 0.110
H -18.1468 -19.8816 -1.3290 -0.12 -0.16 -0.93 0.079
H -19.8548 -19.2372 -1.4116 0.31 0.33 -0.40 0.088
H -18.6764 -18.8897 -0.1239 -0.45 0.38 0.37 0.075
H -14.1908 -15.7363 -2.5255 -0.48 0.46 -0.50 0.054
H -14.2835 -16.9825 -1.5954 0.04 -0.44 0.36 0.053
C -13.3099 -8.5371 -9.1441 -0.07 -1.64 0.84 -0.035
C -13.8797 -8.9404 -7.7897 -0.11 -0.33 0.68 -0.434
C -12.9619 -9.7663 -6.8433 -0.13 -0.89 -1.56 -0.199
O -11.8553 -8.9934 -6.3835 -0.25 0.29 0.11 -0.191
C -11.0605 -9.7404 -5.4661 -0.44 -0.22 -0.89 -0.080
N -14.2011 -7.7926 -6.9896 0.26 1.55 0.31 0.038
H -14.1184 -8.0308 -9.6714 0.63 0.41 -0.18 0.087
H -13.1623 -9.5238 -9.5833 0.14 0.09 -0.71 0.064
H -12.3181 -8.0908 -9.0717 -0.35 0.58 -0.16 0.085
H -14.8271 -9.4360 -8.0014 0.25 -0.73 0.15 0.134
H -12.6354 -10.6751 -7.3488 0.43 -0.13 -0.08 0.106
H -13.5861 -10.1189 -6.0223 -0.06 0.05 0.47 0.104
H -10.2452 -9.1687 -5.0228 -0.30 0.46 -0.21 0.084
H -10.6108 -10.5462 -6.0463 0.05 -0.41 0.44 0.079
H -11.7210 -10.1164 -4.6847 0.18 -0.31 0.28 0.072
H -13.2590 -7.6518 -6.6539 0.18 1.56 0.46 0.056
H -14.6540 -8.0824 -6.1346 -0.51 -0.19 -0.01 0.030
C -11.2482 -6.3553 -0.3688 0.32 0.15 -0.15 -0.040
C -11.1472 -7.5123 -1.4051 3.12 2.03 1.38 -0.438
C -11.5000 -8.8164 -0.6760 -0.17 -0.64 -2.33 -0.139
O -11.2305 -9.9169 -1.5667 -0.84 1.21 1.00 -0.198
C -9.9482 -10.4237 -1.3810 0.42 -1.23 -0.81 -0.115
N -11.8706 -7.1706 -2.5701 -1.71 -0.70 0.58 0.128
H -10.3890 -6.3522 0.3020 -0.23 -0.62 0.39 0.085
H -12.1874 -6.3983 0.1826 0.00 -0.13 0.29 0.068
H -11.1674 -5.3355 -0.7450 -0.29 -0.20 -0.80 0.082
H -10.1323 -7.4729 -1.8009 0.67 -0.69 0.65 0.145
H -12.5861 -8.7389 -0.6247 -0.23 -0.43 0.65 0.104
H -11.0119 -9.0166 0.2778 -0.07 0.51 0.09 0.138
H -9.7456 -10.7258 -0.3535 -0.12 -0.09 0.16 0.096
H -9.1203 -9.8015 -1.7209 -0.11 0.52 -0.05 0.093
H -9.9709 -11.2899 -2.0423 0.53 -0.31 0.21 0.080
H -12.7759 -7.2578 -2.1309 -1.64 0.69 -1.08 0.032
H -11.8341 -7.9024 -3.2652 0.26 -0.25 -0.40 0.083
C -15.4330 -13.4191 0.4545 0.13 0.89 -0.92 -0.029
C -14.7963 -12.0024 0.6163 -0.48 -0.24 0.12 -0.414
C -15.7563 -10.7528 0.4914 0.71 -0.91 -0.62 -0.111
O -15.0209 -9.4770 0.4433 0.30 -2.03 -0.37 -0.246
C -15.3462 -8.5874 1.4379 -0.24 2.18 0.96 -0.153
N -14.2473 -11.9820 1.9165 1.16 1.04 2.57 0.023
H -15.9170 -13.7538 1.3720 -0.21 0.33 -0.01 0.086
H -14.6609 -14.1567 0.2354 -0.11 0.29 0.21 0.034
H -16.1230 -13.4658 -0.3879 -0.20 -0.03 0.09 0.073
H -13.9128 -11.8305 0.0015 -0.50 -0.17 -1.30 0.117
H -16.4598 -10.7713 1.3238 0.08 0.16 0.03 0.129
H -16.2913 -10.8262 -0.4555 -0.19 0.06 -0.10 0.105
H -16.3270 -8.1535 1.2428 -0.41 -0.07 0.36 0.087
H -14.6673 -7.7347 1.4346 0.36 0.16 -0.73 0.079
H -15.2339 -8.8262 2.4954 -0.37 -1.22 -0.09 0.101
H -13.9981 -12.8371 2.3927 -0.36 -0.34 -0.52 0.084
H -13.4060 -11.4233 1.9282 -0.01 0.16 0.26 0.075
```
Positions in Å, forces in eV/Å.